{"formula": "C21H29N3OPb", "method": "wB97M-V/def2-TZVPD", "species": ["Pb", "C", "C", "N", "C", "C", "N", "C", "C", "N", "H", "H", "H", "H", "H", "H", "H", "H", "H", "H", "H", "H", "H", "H", "H", "C", "O", "H", "H", "H", "H", "C", "C", "C", "C", "C", "C", "C", "C", "H", "H", "H", "H", "H", "C", "C", "C", "C", "C", "C", "H", "H", "H", "H", "H"], "coordinates": [[0.27462, -0.01728, 0.17146], [-1.52920, 2.24525, -1.33316], [-1.94449, 2.32403, 0.14987], [-2.08190, 1.00289, 0.77810], [-3.23523, 0.19468, 0.38129], [-2.84429, -1.28284, 0.30353], [-1.54760, -1.49901, -0.36999], [-1.56396, -1.43205, -1.85092], [-1.68565, -0.01101, -2.38857], [-0.80241, 0.99216, -1.70337], [-0.88326, 3.09459, -1.55053], [-2.39663, 2.34084, -1.98496], [-2.86415, 2.90884, 0.22301], [-1.18179, 2.85998, 0.71181], [-2.08440, 1.13377, 1.78191], [-3.61568, 0.55262, -0.57246], [-4.05643, 0.29435, 1.09210], [-3.63176, -1.83915, -0.20892], [-2.75537, -1.69131, 1.31099], [-1.19538, -2.41975, -0.11899], [-2.38678, -2.02823, -2.25188], [-0.63445, -1.87955, -2.19201], [-2.70871, 0.34534, -2.31643], [-1.44580, -0.03712, -3.45110], [-0.06150, 1.24224, -2.35118], [3.76793, -1.05267, 1.41314], [2.42679, -0.95944, 1.92368], [4.49252, -0.89707, 2.21125], [3.88387, -0.26432, 0.67228], [3.94481, -2.01291, 0.92841], [2.31771, -1.63600, 2.60099], [1.38201, -1.38901, -0.94906], [1.90718, -2.41854, -1.31888], [2.54463, -3.62662, -1.74969], [3.08226, -4.49896, -0.79915], [3.70007, -5.66601, -1.21069], [3.78683, -5.96396, -2.56529], [3.25492, -5.09830, -3.51229], [2.63105, -3.93047, -3.11050], [3.00914, -4.25943, 0.25421], [4.11680, -6.34331, -0.47778], [4.27390, -6.87586, -2.88444], [3.32931, -5.33350, -4.56525], [2.22193, -3.24699, -3.84303], [1.79453, 3.28451, 3.38485], [2.31460, 3.26685, 2.09875], [1.86324, 2.33429, 1.16908], [0.86769, 1.46224, 1.57907], [0.33198, 1.44039, 2.85651], [0.81532, 2.37595, 3.76520], [2.16160, 4.00664, 4.10108], [3.08024, 3.97467, 1.80916], [2.28458, 2.32060, 0.17146], [-0.40333, 0.71469, 3.17748], [0.42687, 2.38354, 4.77532]], "forces_ev_per_a": [[-0.24, -0.29, -0.34], [-0.02, 0.03, -0.03], [-0.04, -0.08, -0.03], [0.04, 0.07, 0.03], [0.05, 0.01, -0.02], [-0.03, 0.01, 0.01], [0.05, 0.00, 0.07], [-0.02, 0.02, -0.01], [0.02, -0.01, 0.00], [0.03, 0.00, 0.05], [0.01, -0.01, -0.01], [0.00, 0.00, -0.01], [-0.02, 0.00, -0.01], [0.01, 0.00, 0.02], [-0.01, 0.05, 0.05], [0.00, 0.00, 0.01], [-0.03, 0.00, -0.01], [0.01, -0.03, 0.01], [0.02, 0.01, 0.00], [-0.01, -0.01, -0.01], [-0.03, 0.01, 0.04], [-0.01, -0.03, -0.02], [0.01, -0.01, -0.01], [0.02, 0.02, 0.00], [-0.02, 0.00, -0.03], [-0.05, 0.04, -0.01], [-0.12, -0.21, 0.00], [0.00, -0.01, 0.00], [0.00, 0.00, 0.01], [0.00, 0.00, 0.00], [0.07, 0.05, 0.03], [0.12, -0.07, -0.12], [0.09, -0.12, -0.02], [-0.03, 0.12, -0.01], [0.01, 0.00, 0.03], [-0.01, 0.01, -0.02], [0.01, -0.01, 0.01], [-0.01, 0.01, 0.00], [0.00, 0.01, -0.02], [0.00, -0.01, -0.01], [0.00, 0.00, -0.01], [-0.01, 0.01, 0.00], [0.00, 0.00, 0.01], [0.00, -0.01, 0.00], [0.02, 0.00, -0.04], [0.06, 0.03, -0.06], [-0.14, 0.12, 0.29], [0.02, 0.03, 0.10], [0.30, 0.36, 0.09], [-0.12, -0.10, 0.01], [0.00, 0.01, 0.00], [0.00, 0.00, 0.03], [0.01, -0.04, -0.01], [-0.02, -0.03, -0.04], [0.02, 0.02, 0.00]], "mulliken_charge": [2.369, -0.736, -0.692, -0.203, -0.750, -0.819, -0.162, -0.878, -0.495, -0.378, 0.440, 0.368, 0.498, 0.278, 0.369, 0.260, 0.500, 0.332, 0.403, 0.332, 0.532, 0.102, 0.248, 0.597, 0.399, -0.560, -0.299, 0.340, 0.231, 0.173, 0.220, -1.794, 0.655, 0.716, -0.297, -0.692, -0.463, -0.593, -0.434, 0.428, 0.412, 0.414, 0.415, 0.425, -0.438, -0.871, -0.540, 0.650, -0.444, -0.934, 0.443, 0.432, 0.543, 0.501, 0.445], "homo_energy_ev": -13.987, "homo_lumo_gap_ha": 0.262, "charge": 2, "e_above_lowest_kcal_mol": 80.6}